This record from the OMol25 dataset describes an isolated molecule of C11H21NO. The level of theory is ωB97M-V with the def2-TZVPD basis set.

Output
Highest occupied orbital energy   -8.17 eV
Charge   0
E   -15283.2061 eV
Relative energy (zero: lowest compared OMol25 entry of this formula, charge and spin)   68.7 kcal/mol
SMILES   C[C@H]1[C@@H]2CN(C)C[C@H](C)[C@H]2C[C@@H]1O
LUMO   0.03221 Ha

Last column: Mulliken charge in e.
Geometry (Å):
C1 2.74390 1.44719 -0.79993  -1.83
C2 1.76616 0.24817 -0.87589  0.43
C3 0.60090 0.41757 0.06975  -0.03
C4 0.76681 -0.22278 1.49400  -0.98
N1 -0.39397 0.07966 2.24815  0.15
C5 -0.40665 -0.32785 3.67441  -1.13
C6 -1.63174 -0.18761 1.59756  -0.98
C7 -1.76481 0.11123 0.06241  0.72
C8 -2.94014 -0.60937 -0.64914  -1.55
C9 -0.58248 -0.37031 -0.70296  -0.29
C10 -0.22310 -0.09450 -2.19454  -1.28
C11 1.27611 0.00277 -2.28281  0.01
O1 1.64999 -1.09763 -3.13333  -0.60
H1 2.30323 2.32681 -1.07522  0.52
H2 3.65132 1.24439 -1.41620  0.41
H3 3.13437 1.56976 0.25314  0.35
H4 2.42730 -0.59141 -0.59840  0.23
H5 0.32334 1.54502 0.31211  0.17
H6 1.62697 0.31330 1.91577  0.39
H7 0.96705 -1.31619 1.42886  0.35
H8 0.27974 0.36314 4.08380  0.41
H9 -1.38063 -0.01600 4.05598  0.37
H10 -0.07827 -1.38765 3.88439  0.31
H11 -1.86186 -1.33283 1.73590  0.30
H12 -2.37927 0.35957 2.16000  0.36
H13 -1.92952 1.23842 -0.00633  0.35
H14 -2.96116 -0.29879 -1.66745  0.37
H15 -3.84233 -0.32448 -0.12479  0.44
H16 -2.65944 -1.71875 -0.48998  0.34
H17 -0.43255 -1.46324 -0.59969  0.32
H18 -0.58436 0.84406 -2.62144  0.34
H19 -0.62320 -0.86522 -2.81292  0.47
H20 1.50720 0.98894 -2.84838  0.22
H21 1.65111 -0.87537 -4.07682  0.35

***

This record from the OMol25 dataset describes a structure of composition C11H22AuCl2O. The level of theory is ωB97M-V with the def2-TZVPD basis set.

Output
Highest occupied orbital energy (spin up / spin down)   0.36 / -5.66 eV
Charge   -1
E   -42544.4548 eV
Relative energy (zero: lowest compared OMol25 entry of this formula, charge and spin)   2.7 kcal/mol
⟨S²⟩   2.009
2S+1   3
LUMO (spin up / spin down)   0.12289 / 0.08366 Ha

Last column: Mulliken charge in e.
Geometry (Å):
Au1 0.82781 -1.37908 -0.64549  0.30
Cl1 -0.13489 -3.32639 0.37967  -0.51
Cl2 0.05333 2.14395 0.01826  -0.52
C1 2.39810 -0.34180 -1.41404  -1.76
H1 2.99786 0.34926 -0.80278  0.44
H2 2.98301 -1.09820 -1.95475  0.45
C2 -0.20737 0.64254 -1.04407  0.58
C3 1.09612 0.24249 -1.99815  0.16
H3 -0.87832 0.07505 -0.32260  -0.07
C4 0.87183 -0.28526 -3.37635  -0.99
H4 1.28873 1.30744 -2.00425  0.59
C5 -0.48666 -0.04692 -4.03988  -0.59
H5 1.62654 0.16830 -4.00193  0.40
H6 1.11257 -1.35479 -3.42409  0.03
C6 -1.60107 -0.05390 -2.99950  -0.88
H7 -0.46764 0.91612 -4.55443  0.47
H8 -0.63932 -0.81769 -4.80903  0.47
C7 -1.35681 1.06059 -2.01669  -1.01
H9 -2.57398 0.10146 -3.48620  0.45
H10 -1.51235 -0.98715 -2.44362  0.20
H11 -1.02855 1.97667 -2.57055  0.30
H12 -2.28157 1.29492 -1.40919  0.52
C8 1.89455 -0.90984 2.88138  -0.74
C9 0.40117 -1.08901 3.02198  -0.42
O1 -0.34653 -0.05762 2.36341  -0.09
C10 -0.76890 1.03960 3.17338  -0.14
C11 -2.10376 0.81406 3.86072  -1.21
H13 2.17042 -1.02231 1.82571  -0.05
H14 2.38633 -1.68964 3.47368  0.38
H15 2.22258 0.06284 3.26314  0.30
H16 0.11165 -2.01278 2.49527  0.16
H17 0.13540 -1.17385 4.09236  0.36
H18 0.00923 1.29064 3.91856  0.28
H19 -0.87158 1.85759 2.45189  0.17
H20 -2.02688 0.02549 4.61508  0.31
H21 -2.42913 1.72868 4.36015  0.40
H22 -2.87193 0.54851 3.12297  0.27

***

This record from the OMol25 dataset describes an isolated molecule of C11H22B2. The level of theory is ωB97M-V with the def2-TZVPD basis set.

Output
Highest occupied orbital energy   -9.06 eV
Charge   0
E   -13113.4770 eV
Relative energy (zero: lowest compared OMol25 entry of this formula, charge and spin)   32.2 kcal/mol
SMILES   C=C(B(C)C)[C@@H]1CCC[C@H]1B(C)C
LUMO   0.02074 Ha

Last column: Mulliken charge in e.
Geometry (Å):
C1 0.74116 1.74925 1.65298  -1.44
C2 0.62548 1.14773 0.49286  0.26
B1 2.19909 0.89963 -0.49437  0.41
C3 3.24575 0.04081 0.20762  -0.80
C4 2.41856 1.34031 -1.97554  -0.75
C5 -0.64336 0.72904 -0.14113  0.00
C6 -1.63465 1.83291 -0.31516  -0.80
C7 -2.80451 0.96159 -0.81690  -0.72
C8 -2.76785 -0.45093 -0.16161  -0.57
C9 -1.46677 -0.38667 0.66351  -0.38
B2 -0.47903 -1.57147 0.67694  0.14
C10 0.00111 -2.29400 1.99284  -0.85
C11 -0.18786 -2.26982 -0.71125  -0.98
H1 -0.19397 1.96532 2.19475  0.26
H2 1.73638 1.89476 1.88892  0.48
H3 4.01033 0.64946 0.73682  0.31
H4 3.70076 -0.78422 -0.49721  0.27
H5 2.81538 -0.44791 1.09995  0.20
H6 3.22720 0.74286 -2.58396  0.24
H7 2.87846 2.35819 -1.90580  0.30
H8 1.38917 1.35936 -2.55692  0.19
H9 -0.44750 0.37690 -1.10480  0.12
H10 -1.53895 2.64064 -1.00397  0.39
H11 -1.99437 2.35293 0.62177  0.25
H12 -2.93327 0.83994 -1.92042  0.29
H13 -3.85217 1.45575 -0.58134  0.36
H14 -3.53426 -0.68406 0.61884  0.36
H15 -2.55073 -1.30637 -0.83411  0.25
H16 -1.66471 -0.00076 1.59579  0.63
H17 -0.28439 -1.73887 2.83730  0.27
H18 1.11967 -2.55786 1.92506  0.26
H19 -0.50407 -3.32927 1.85035  0.24
H20 -0.96497 -3.17756 -0.88449  0.26
H21 0.88431 -2.67003 -0.98803  0.21
H22 -0.54545 -1.66760 -1.57931  0.35